Here is a gas-phase ion, C7H14NO (charge +1) in a non-equilibrium geometry from OMol25. Energies are from the ωB97M-V functional and the def2-TZVPD basis.

Results
Calculated total energy   -11014.0738 eV
E_LUMO   -3.75 eV
Total charge   +1
Relative energy (zero: lowest compared OMol25 entry of this formula, charge and spin)   86.4 kcal/mol
SMILES   C=C(C)OC[C@H]1C[C@@H]1[NH3+]

Last column: natural (NBO) charge in e.
Element x y z (Å)
1 C 2.189189 -1.257656 -0.235204  -0.408
2 C -0.337079 -1.435983 0.838645  -0.076
3 C 1.043895 -0.795492 0.784067  -0.263
4 C 1.453901 0.040170 -0.354380  -0.105
5 C -1.919984 -0.006879 -0.247626  0.341
6 C -2.954371 -0.151991 -1.284025  -0.686
7 C -1.707224 1.065320 0.537023  -0.582
8 N 2.156991 1.275352 -0.098615  -0.673
9 O -1.095415 -1.138060 -0.312898  -0.525
10 H 3.217182 -1.229913 0.058277  0.230
11 H 1.955825 -2.068237 -0.922727  0.259
12 H -0.333994 -2.640253 0.927371  0.229
13 H -0.828766 -1.081903 1.763079  0.210
14 H 1.464459 -0.628336 1.751889  0.237
15 H -2.428102 -0.704001 -2.120713  0.239
16 H -3.593228 0.625196 -1.622463  0.248
17 H -3.747591 -0.710669 -0.828297  0.247
18 H -2.568254 1.916495 0.431052  0.244
19 H 0.679124 0.290407 -1.141945  0.268
20 H -1.020788 1.162256 1.372561  0.201
21 H 2.330542 1.840777 -1.026354  0.471
22 H 3.012409 1.116213 0.531753  0.453
23 H 1.598211 1.882309 0.476169  0.442

Cartesian forces, eV/Å:
-2.1 0.2 0.0
-0.1 -2.3 0.4
1.3 -1.6 -0.7
-1.7 -0.3 -1.7
1.4 0.9 0.2
0.5 -1.6 -0.9
-2.8 1.6 -0.5
2.3 1.8 -0.2
-0.7 0.6 0.6
0.4 0.1 0.5
-0.1 0.4 0.0
0.4 2.8 -0.3
0.0 -0.1 -0.5
0.2 0.5 0.5
-1.2 0.5 0.7
0.6 1.7 -0.4
-0.2 -1.5 0.1
2.5 -2.1 0.4
0.9 -1.0 0.9
0.0 -0.2 -0.2
0.3 -1.4 2.3
-0.9 0.4 -1.7
-0.8 0.5 0.3


Here is a molecular structure, C18H37O2P3Y in a non-equilibrium geometry from OMol25. Energies are from the ωB97M-V functional and the def2-TZVPD basis.

Results
Calculated total energy   -52243.3576 eV
E_LUMO   -11.97 eV
Total charge   +3
Relative energy (zero: lowest compared OMol25 entry of this formula, charge and spin)   3.6 kcal/mol

Last column: natural (NBO) charge in e.
Element x y z (Å)
1 Y 0.161034 0.183559 -0.292060  1.777
2 P 0.289903 -1.381975 2.145987  0.709
3 P -2.447959 -0.496136 -1.129421  0.646
4 P -0.885082 2.328392 1.144531  0.659
5 H 1.773958 1.272226 -2.267575  0.277
6 C 1.697685 1.823039 -1.310483  -0.519
7 C 2.370798 1.360822 -0.180076  -0.426
8 H 2.911665 0.394000 -0.202955  0.253
9 C 0.952431 -3.053453 2.468270  -0.926
10 C -1.418708 -1.595825 2.797109  -0.917
11 C 1.079861 -0.454882 3.526896  -0.914
12 C -2.986516 0.343039 -2.675561  -0.917
13 C -2.753178 -2.245531 -1.570888  -0.909
14 C -3.916768 -0.159932 -0.070719  -0.902
15 C 0.289300 3.517012 1.895291  -0.915
16 C -2.091954 2.083198 2.495795  -0.919
17 C -1.840690 3.390301 -0.004616  -0.935
18 H 1.330355 2.855522 -1.414073  0.293
19 H 2.684793 2.006422 0.657351  0.295
20 H 2.035599 -3.070158 2.296815  0.266
21 H 0.489694 -3.781696 1.789187  0.261
22 H 0.764708 -3.353628 3.510962  0.288
23 H -2.005374 -2.194402 2.087213  0.250
24 H -1.909948 -0.621509 2.924331  0.248
25 H -1.387839 -2.117451 3.765523  0.287
26 H 2.123947 -0.233241 3.267751  0.256
27 H 1.060940 -1.058533 4.446630  0.287
28 H 0.559410 0.496130 3.703549  0.244
29 H -3.991045 -0.008135 -2.960820  0.280
30 H -2.276029 0.095759 -3.477970  0.254
31 H -3.008795 1.435589 -2.543149  0.276
32 H -3.779518 -2.379324 -1.938828  0.286
33 H -2.600580 -2.876587 -0.686815  0.250
34 H -2.047168 -2.553100 -2.352031  0.258
35 H -4.822525 -0.551375 -0.557131  0.285
36 H -4.040346 0.920752 0.092098  0.252
37 H -3.796130 -0.655404 0.902250  0.248
38 H -0.226568 4.448098 2.171266  0.287
39 H 1.100883 3.747098 1.192747  0.242
40 H 0.736018 3.071616 2.795638  0.262
41 H -2.464614 3.051805 2.854844  0.286
42 H -1.615407 1.555557 3.330334  0.249
43 H -2.940052 1.483242 2.144586  0.254
44 H -2.103423 4.343158 0.474146  0.290
45 H -2.761678 2.890109 -0.329817  0.264
46 H -1.241815 3.599270 -0.899308  0.255
47 C -3.629595 4.917688 -3.568957  0.309
48 C -3.933721 5.503798 -4.812337  -0.291
49 C -3.079538 6.495414 -5.303574  -0.159
50 C -1.984428 6.928663 -4.542151  -0.232
51 C -1.795995 6.440722 -3.243047  -0.192
52 C -2.669414 5.482128 -2.729339  -0.306
53 O -4.131517 3.702197 -3.172018  -0.715
54 H -4.767624 3.369833 -3.829800  0.493
55 H -4.792762 5.161221 -5.381987  0.230
56 H -3.262380 6.934894 -6.284010  0.242
57 H -1.283804 7.654177 -4.955895  0.236
58 H -0.973256 6.799983 -2.624364  0.215
59 H -2.579238 5.115720 -1.710167  0.182
60 O 1.821951 -2.973749 -0.598524  -0.276
61 C 1.223157 -1.986408 -0.489205  0.394

Cartesian forces, eV/Å:
-2.0 -0.9 0.7
-0.5 -0.3 2.2
-2.2 -0.1 -1.0
-0.9 1.4 1.0
-0.4 -0.2 0.4
2.8 0.4 1.4
0.8 1.8 -2.5
-0.5 0.2 -0.1
0.4 -0.3 -0.7
-0.2 0.2 -0.5
0.2 0.4 -0.4
0.6 0.2 -0.1
0.7 -0.2 0.2
0.4 0.2 0.6
0.4 -0.3 0.0
0.0 -0.4 0.1
0.2 -0.4 -0.4
0.1 -0.4 0.3
-0.8 -0.2 -0.2
-0.2 -0.1 0.1
0.1 0.1 0.2
-0.1 0.3 -0.4
0.0 0.1 0.3
0.1 -0.3 0.0
0.1 0.2 -0.3
-0.2 -0.1 0.2
-0.1 0.1 -0.3
0.1 -0.2 0.0
0.4 0.0 0.2
-0.3 0.1 0.1
-0.1 -0.2 -0.1
0.3 0.2 0.1
-0.1 0.0 -0.2
-0.2 -0.1 0.1
0.4 0.1 0.0
0.0 -0.3 -0.1
-0.2 0.1 -0.2
0.1 -0.3 -0.1
-0.2 0.1 0.2
-0.1 0.2 -0.2
0.2 -0.2 -0.2
-0.1 0.2 -0.1
0.1 0.2 0.1
0.1 -0.3 0.0
0.2 0.1 0.0
-0.2 0.1 0.1
0.4 0.5 -0.6
0.6 -0.2 0.6
0.0 0.1 0.5
0.0 -0.1 0.1
-0.4 0.2 -0.3
0.2 -0.2 -0.4
-0.8 -0.3 0.0
0.2 0.4 0.3
0.2 -0.1 -0.1
0.0 -0.1 0.3
-0.3 -0.2 0.1
-0.3 0.1 -0.2
0.0 0.0 -0.3
-2.7 4.3 0.6
3.4 -5.4 -1.2


Here is a molecular structure, C59H63Cl7CuNO13 in a non-equilibrium geometry from OMol25. Energies are from the ωB97M-V functional and the def2-TZVPD basis.

Results
Calculated total energy   -222589.8076 eV
E_LUMO   0.21 eV
Total charge   -2

Last column: Mulliken charge in e.
Element x y z (Å)
1 Cu -0.536433 -11.944504 2.472818  0.647
2 C 0.440477 -0.389724 2.334918  -1.367
3 C 0.010577 -1.470884 1.347528  -0.581
4 C 0.981987 -2.643084 1.015198  0.081
5 C 0.192937 -3.587564 0.079728  -1.443
6 N 0.953747 -4.859284 -0.464382  0.358
7 C 1.484327 -5.709484 0.720128  -0.655
8 C 2.987617 -5.288914 0.850948  -0.555
9 C 3.435267 -4.917654 -0.590962  -0.584
10 C 2.137307 -4.460794 -1.351432  -0.618
11 C -0.014273 -5.716524 -1.306532  -0.957
12 H 0.405237 -0.753284 3.361888  0.326
13 H -0.241623 0.448966 2.195478  0.372
14 H 1.426797 0.052306 2.193928  0.347
15 H -0.304183 -0.966014 0.434218  0.380
16 H -0.813063 -1.972884 1.855188  0.273
17 H 1.316517 -3.188844 1.897428  0.247
18 H 1.850347 -2.266484 0.474618  0.337
19 H -0.252083 -3.113174 -0.794922  0.552
20 H -0.719953 -3.873774 0.602038  0.532
21 H 1.350887 -6.788114 0.637388  0.481
22 H 0.989717 -5.443864 1.654418  0.277
23 H 3.585997 -6.139134 1.178278  0.429
24 H 3.015977 -4.480154 1.581158  0.235
25 H 3.800457 -5.762934 -1.174262  0.353
26 H 4.167017 -4.115604 -0.687722  0.365
27 H 1.972107 -4.911054 -2.330242  0.387
28 H 2.065427 -3.379834 -1.471712  0.263
29 H 0.288407 -6.763654 -1.304052  0.385
30 H -0.054323 -5.379744 -2.342422  0.392
31 H -1.022513 -5.626374 -0.902272  0.380
32 C -3.511443 -7.601894 4.634988  -0.573
33 O -2.429553 -8.417894 4.689928  -0.813
34 H -3.191633 -6.622214 4.990008  0.141
35 H -3.855103 -7.521284 3.603728  0.187
36 H -4.467773 -7.745534 5.137898  0.201
37 C 6.363787 -12.980374 1.791998  -0.536
38 O 4.986277 -12.735294 1.538948  -0.873
39 H 6.960137 -12.646404 0.942918  0.139
40 H 6.807897 -12.581984 2.704218  0.160
41 H 6.535117 -14.044004 1.957668  0.154
42 Cl -6.023693 -1.358584 -2.660632  1.610
43 O -5.368633 -0.124294 -2.636222  -0.634
44 O -5.244483 -2.248324 -3.517882  -0.673
45 O -6.132283 -1.794664 -1.310732  -0.643
46 O -7.354823 -1.327884 -3.223642  -0.659
47 O -1.192443 -12.482594 -1.388042  -0.977
48 H -1.830623 -12.449624 -2.127082  0.149
49 Cl -0.981003 -8.759024 -8.294632  -0.208
50 C -1.253333 -10.504694 -8.136382  -0.508
51 C -2.411883 -10.858464 -7.237392  -0.339
52 Cl -2.875783 -12.570914 -7.563372  -0.198
53 H -0.312693 -10.990774 -7.877482  0.348
54 H -1.418073 -10.823264 -9.165672  0.301
55 H -3.159773 -10.125494 -7.539912  0.283
56 H -2.167393 -10.709364 -6.185682  0.320
57 Cl -2.569373 -2.121184 9.553658  -0.176
58 C -3.142483 -3.667034 10.163238  -0.440
59 C -2.884863 -3.633464 11.741958  -0.433
60 Cl -1.087533 -3.675724 11.994198  -0.179
61 H -2.600093 -4.518844 9.752938  0.335
62 H -4.190763 -3.592924 9.873888  0.277
63 H -3.271883 -4.552854 12.181328  0.282
64 H -3.315863 -2.844824 12.358708  0.332
65 Cl 5.574817 -10.139374 -5.730582  -0.191
66 C 4.452707 -11.224294 -4.944442  -0.361
67 C 4.619417 -12.644184 -5.385382  -0.480
68 Cl 4.663417 -12.880574 -7.146012  -0.200
69 H 3.433367 -10.858834 -5.068822  0.305
70 H 4.717697 -11.261314 -3.887792  0.283
71 H 3.908727 -13.302004 -4.885092  0.360
72 H 5.586037 -12.984034 -5.013572  0.282
73 C 3.017837 0.094716 -4.679572  -0.590
74 C 3.185657 -0.928364 -5.609802  -0.413
75 C 4.420287 -1.350944 -6.044622  -0.716
76 C 5.582177 -0.928104 -5.296022  0.480
77 C 5.473617 0.138536 -4.299782  0.389
78 C 4.190087 0.683156 -4.078062  -0.663
79 C 6.596607 0.598536 -3.469752  0.498
80 O 6.431157 1.497126 -2.628942  -0.660
81 C 7.886787 -0.180074 -3.571232  0.245
82 C 8.922817 -0.047174 -2.624262  -0.581
83 C 10.057007 -0.905004 -2.637452  -0.517
84 C 10.215437 -1.836824 -3.653722  -0.462
85 C 9.232647 -1.979894 -4.592352  -0.415
86 C 8.050457 -1.252554 -4.521102  0.461
87 C 6.949477 -1.561534 -5.503592  0.307
88 O 7.029947 -2.524314 -6.250242  -0.624
89 H 2.032777 0.392536 -4.351902  0.454
90 H 2.297147 -1.373314 -6.032832  0.433
91 H 4.443187 -2.051594 -6.866192  0.435
92 H 4.024587 1.357786 -3.251092  0.393
93 H 8.698017 0.583106 -1.776552  0.413
94 H 10.803297 -0.757804 -1.870792  0.386
95 H 11.022057 -2.541084 -3.513072  0.359
96 H 9.411247 -2.834144 -5.228562  0.390
97 C -5.669053 8.594656 -1.408232  -0.282
98 C -5.966943 9.553976 -0.457892  -0.768
99 C -6.746213 10.641606 -0.979202  -0.430
100 C -7.135473 10.738226 -2.332872  0.383
101 C -6.739053 9.752906 -3.266092  0.295
102 C -6.025013 8.663026 -2.758412  -0.607
103 C -7.225343 9.791936 -4.724752  0.286
104 O -7.177953 8.830566 -5.508532  -0.590
105 C -7.501883 11.162226 -5.230352  0.240
106 C -7.663253 11.403206 -6.608022  -0.581
107 C -7.883703 12.667836 -7.093792  -0.379
108 C -7.978813 13.749906 -6.261402  -0.593
109 C -7.987263 13.514636 -4.870072  -0.437
110 C -7.775773 12.261286 -4.350102  0.418
111 C -7.740343 12.071126 -2.826132  0.469
112 O -8.123013 12.881536 -2.041722  -0.607
113 H -5.116203 7.756096 -1.011262  0.361
114 H -5.648003 9.364896 0.556468  0.413
115 H -6.834023 11.534516 -0.378032  0.382
116 H -5.733553 7.888326 -3.452162  0.449
117 H -7.451913 10.618876 -7.319752  0.425
118 H -7.844723 12.804896 -8.164352  0.357
119 H -8.172443 14.717906 -6.699442  0.384
120 H -8.119563 14.413376 -4.285982  0.413
121 C -0.024463 12.401636 5.575458  -0.485
122 C 0.996347 11.665086 4.927148  -0.460
123 C 1.179717 10.328176 5.324898  -0.566
124 C 0.400947 9.705876 6.373688  0.291
125 C -0.509183 10.486526 7.063448  0.347
126 C -0.724823 11.821606 6.651818  -0.601
127 C -1.219733 10.053426 8.280768  0.554
128 O -1.954513 10.811886 8.871038  -0.641
129 C -0.885313 8.733076 8.810258  0.327
130 C -1.400293 8.276566 10.042478  -0.659
131 C -1.029813 7.035246 10.565918  -0.495
132 C -0.235193 6.137086 9.859328  -0.473
133 C 0.262947 6.568616 8.587818  -0.449
134 C -0.042033 7.821606 8.074098  0.231
135 C 0.461727 8.238116 6.751098  0.554
136 O 0.998287 7.487106 5.885888  -0.629
137 H -0.132053 13.442266 5.307278  0.361
138 H 1.629977 12.153646 4.201728  0.409
139 H 1.848777 9.759926 4.695738  0.421
140 H -1.388173 12.465396 7.210298  0.418
141 H -2.280133 8.769456 10.428908  0.377
142 H -1.517223 6.610046 11.430808  0.355
143 H -0.089453 5.094946 10.102458  0.399
144 H 0.674027 5.800796 7.949168  0.415

Cartesian forces, eV/Å:
-0.2 0.2 -0.6
0.4 0.2 0.0
0.6 -0.7 0.6
-0.4 0.3 -1.2
0.0 -0.5 0.0
-1.2 -0.7 0.4
1.3 0.9 0.4
-0.6 -0.6 -1.0
-1.3 0.5 -0.8
0.1 0.1 1.1
-0.3 0.4 0.3
-0.1 0.1 0.0
-0.2 -0.1 0.4
0.2 -0.3 -0.3
-0.2 -0.4 -0.1
-0.6 0.2 -0.5
-0.1 0.2 0.1
0.3 0.1 0.2
0.7 0.3 -0.3
0.3 -0.9 0.2
-0.1 0.2 -0.8
-0.4 0.2 -0.3
-0.1 0.2 0.3
0.5 0.0 -0.3
0.2 -0.2 0.5
0.1 -0.1 0.4
0.3 -0.1 0.2
0.1 -0.1 0.0
0.2 0.2 0.2
0.2 0.3 0.2
0.2 -0.1 0.2
1.1 0.2 -0.9
0.0 -1.1 0.6
-0.2 1.1 0.0
-0.3 0.6 -0.8
-0.4 -1.0 1.0
-2.8 -0.1 -0.6
1.7 0.1 0.7
0.7 0.1 -0.3
0.1 0.9 0.6
0.3 -0.9 -0.3
-0.9 -2.5 -1.5
0.9 3.1 -0.4
0.1 -0.2 0.8
0.2 -1.1 1.2
-0.1 0.8 -0.1
0.0 0.1 -0.1
0.2 0.0 0.7
0.0 0.3 0.4
0.9 -0.9 -1.0
0.3 0.7 -0.4
0.0 0.7 0.2
0.0 0.2 0.4
-0.4 -0.1 0.1
-0.7 -0.6 0.3
-0.1 -0.3 -0.1
0.7 0.6 -0.7
-0.1 0.9 2.3
0.0 -1.3 -1.1
-0.7 0.1 0.1
-0.2 0.3 -0.2
0.0 -0.9 0.4
0.1 -0.2 -0.2
0.2 0.4 -0.7
0.4 0.6 -0.3
-0.6 -0.4 0.6
0.9 -0.6 0.4
-0.4 -0.1 0.0
0.2 0.1 -0.1
-0.3 0.3 0.1
-0.4 0.2 -0.4
0.1 0.0 -0.2
2.4 0.3 0.7
-0.8 0.8 0.0
1.9 0.4 1.6
-0.2 1.6 0.1
-1.9 -1.3 -2.0
-1.3 -1.7 -0.1
0.3 0.7 1.8
0.7 -1.4 -1.5
1.1 -1.5 -0.3
-0.4 -0.9 -0.2
-1.1 1.6 -0.3
0.2 0.6 1.9
-0.2 -1.0 0.0
-0.4 1.8 -0.5
-1.2 -1.6 0.4
0.4 0.9 0.0
0.0 0.1 -0.1
-0.1 0.0 -0.2
0.5 -0.2 0.2
0.3 0.4 -0.2
0.4 0.4 0.0
0.0 -0.2 0.1
0.2 0.0 -0.6
-0.8 0.2 -0.7
0.4 -0.6 0.3
-1.7 0.9 -2.4
1.3 -0.1 0.3
0.7 0.7 -0.1
-1.0 -0.8 0.4
-0.1 0.4 -0.2
1.7 -1.0 -0.8
-0.3 1.7 2.0
-1.7 1.3 -0.2
1.0 -0.9 0.9
0.5 0.1 -0.8
-0.7 -0.5 1.0
0.0 1.4 -1.3
0.7 -1.2 0.6
0.7 -2.2 -0.9
-0.4 1.2 0.4
0.1 -0.4 -0.5
-0.1 0.6 0.1
-0.6 0.0 0.2
0.0 -0.2 0.1
-0.2 -0.3 0.2
-0.3 0.1 -0.1
0.2 0.2 0.3
-0.1 -0.3 0.7
0.8 -1.1 0.7
-1.2 -0.8 1.7
-0.9 -0.2 -0.1
0.4 0.4 -0.6
0.0 1.8 -0.8
0.7 0.5 -0.9
0.1 0.2 0.1
-0.4 0.1 0.2
0.9 -2.5 0.7
-0.1 -0.3 -1.1
-0.2 -0.9 -0.3
0.5 1.6 -2.1
-1.2 -0.9 1.0
-0.6 0.8 0.8
2.5 -0.7 -3.8
-1.6 1.3 2.9
-0.4 0.1 0.1
0.0 -0.3 -0.2
0.2 -0.5 0.5
-0.2 -0.3 0.1
0.4 0.5 0.5
-0.1 0.5 0.3
0.0 0.1 0.5
0.6 0.3 -0.2